# 1
{"formula": "C4H13NO2SSi", "method": "ωB97M-V with the def2-TZVPD basis set", "charge": 0, "de_lowest_kj_mol": 0.0, "gap_ha": 0.325, "e_tot_ha": -1053.051939, "lumo_energy_ha": -0.0164, "mol_weight_da": 167.3, "species": ["C", "C", "C", "C", "N", "O", "O", "Si", "S", "H", "H", "H", "H", "H", "H", "H", "H", "H", "H", "H", "H", "H"], "coordinates": [[-1.537, 1.589, 0.660], [0.620, -0.618, 1.471], [1.695, 1.784, 0.158], [-0.189, -0.027, -1.673], [1.787, -3.418, 0.350], [1.102, -3.850, -2.030], [-1.375, -0.886, -1.536], [0.099, 0.739, 0.106], [0.856, -4.092, -0.624], [-2.420, 1.088, 0.413], [-1.484, 1.709, 1.660], [-1.699, 2.605, 0.231], [1.144, -1.415, 0.956], [1.234, -0.123, 2.253], [-0.253, -0.944, 2.073], [1.486, 2.701, 0.671], [2.427, 1.330, 0.711], [2.145, 2.204, -0.876], [-0.410, 0.709, -2.489], [0.723, -0.573, -1.745], [2.439, -2.732, -0.090], [-1.994, -0.554, -2.255]]}

***

# 2
{"formula": "C24H71N13O9", "method": "ωB97M-V with the def2-TZVPD basis set", "charge": -1, "de_lowest_kj_mol": 74.8, "gap_ha": [0.051, 0.315], "e_tot_ha": -2345.901805, "spin_multiplicity": 2, "lumo_energy_ha": [0.0629, 0.0674], "mol_weight_da": 685.9, "species": ["C", "O", "N", "N", "H", "H", "H", "H", "C", "O", "N", "N", "H", "H", "H", "H", "C", "O", "N", "N", "H", "H", "H", "H", "C", "O", "N", "N", "H", "H", "H", "H", "C", "C", "C", "O", "C", "N", "H", "H", "H", "H", "H", "H", "H", "H", "H", "H", "H", "C", "C", "C", "O", "C", "N", "H", "H", "H", "H", "H", "H", "H", "H", "H", "H", "H", "C", "C", "C", "O", "C", "N", "H", "H", "H", "H", "H", "H", "H", "H", "H", "H", "H", "C", "C", "C", "O", "C", "N", "H", "H", "H", "H", "H", "H", "H", "H", "H", "H", "H", "C", "C", "C", "O", "C", "N", "H", "H", "H", "H", "H", "H", "H", "H", "H", "H", "H"], "coordinates": [[-4.295, 4.659, -0.808], [-3.146, 4.459, -0.411], [-5.145, 3.762, -1.123], [-4.751, 5.834, -0.965], [-4.737, 2.858, -0.935], [-6.093, 4.004, -1.372], [-5.560, 6.078, -1.517], [-4.149, 6.625, -0.789], [-0.663, 6.770, 0.569], [-0.026, 7.247, 1.444], [-0.739, 5.522, 0.427], [-1.335, 7.452, -0.263], [-1.615, 5.150, 0.088], [-0.114, 5.017, 1.038], [-1.090, 8.431, -0.221], [-1.833, 6.972, -0.999], [3.395, 2.099, 1.446], [3.987, 1.313, 0.748], [3.132, 1.959, 2.691], [2.809, 3.130, 0.925], [3.362, 1.139, 3.234], [2.313, 2.515, 2.892], [2.225, 3.704, 1.516], [2.871, 3.207, -0.080], [4.473, -1.786, 3.201], [3.784, -1.298, 4.089], [4.569, -1.267, 2.021], [5.135, -2.864, 3.297], [4.237, -0.394, 1.636], [4.826, -1.897, 1.274], [4.985, -3.470, 4.091], [5.866, -3.041, 2.622], [-0.496, -6.856, -0.850], [-1.560, -6.417, 0.173], [-1.531, -4.872, 0.218], [-2.472, -4.364, 1.134], [-2.217, -3.094, 1.587], [-2.832, -6.938, -0.331], [0.524, -6.901, -0.467], [-0.395, -6.187, -1.705], [-0.829, -7.818, -1.238], [-1.386, -6.861, 1.153], [-1.674, -4.335, -0.720], [-0.532, -4.575, 0.537], [-2.766, -2.870, 2.502], [-2.560, -2.357, 0.860], [-1.147, -2.891, 1.628], [-3.586, -6.595, 0.247], [-2.862, -7.941, -0.211], [-5.316, -1.381, 1.248], [-5.625, -0.316, 2.295], [-4.591, -0.143, 3.437], [-3.268, 0.350, 3.092], [-2.413, 0.359, 4.175], [-5.906, 0.958, 1.594], [-5.274, -2.369, 1.706], [-4.382, -1.151, 0.735], [-6.120, -1.348, 0.512], [-6.492, -0.497, 2.931], [-4.560, -1.121, 3.918], [-4.997, 0.554, 4.171], [-1.432, 0.675, 3.822], [-2.254, -0.665, 4.512], [-2.663, 0.855, 5.113], [-5.010, 1.122, 1.157], [-6.544, 0.773, 0.833], [1.438, 2.845, -3.084], [2.077, 4.193, -3.633], [3.208, 4.735, -2.824], [2.918, 5.111, -1.500], [1.891, 5.988, -1.299], [2.313, 4.019, -5.045], [1.181, 2.828, -2.025], [2.247, 2.116, -3.118], [0.451, 2.564, -3.453], [1.253, 4.905, -3.660], [3.675, 5.568, -3.348], [3.979, 3.967, -2.755], [1.939, 6.503, -0.340], [1.025, 5.327, -1.345], [1.949, 6.711, -2.112], [2.752, 4.847, -5.422], [1.422, 4.070, -5.518], [-2.184, 0.978, -1.846], [-2.189, 0.667, -0.308], [-0.705, 0.501, 0.213], [0.014, -0.519, -0.465], [1.388, -0.559, -0.124], [-3.022, 1.717, 0.339], [-1.424, 0.321, -2.270], [-1.980, 2.019, -2.098], [-3.153, 0.869, -2.334], [-2.668, -0.290, -0.100], [-0.457, 0.354, 1.264], [-0.291, 1.481, -0.025], [1.989, 0.311, -0.389], [1.831, -1.486, -0.487], [1.453, -0.621, 0.963], [-2.864, 1.689, 1.336], [-2.876, 2.691, 0.113], [2.268, -4.402, -0.127], [3.322, -5.416, -0.599], [4.072, -4.947, -1.880], [5.316, -5.595, -2.033], [5.972, -5.194, -3.272], [4.284, -5.529, 0.519], [1.524, -4.183, -0.893], [2.758, -3.444, 0.048], [1.692, -4.732, 0.738], [2.918, -6.420, -0.734], [4.277, -3.879, -1.969], [3.352, -5.111, -2.682], [6.394, -4.194, -3.172], [5.241, -5.257, -4.079], [6.750, -5.934, -3.455], [4.987, -6.199, 0.238], [4.789, -4.655, 0.520]]}

***

# 3
{"formula": "C2H3N3O2", "method": "ωB97M-V with the def2-TZVPD basis set", "smiles": "[H]/N=c1\\nc(O)[nH]o1", "charge": 0, "de_lowest_kj_mol": 204.5, "gap_ha": 0.353, "e_tot_ha": -392.715660, "lumo_energy_ha": 0.0122, "mol_weight_da": 101.1, "species": ["C", "C", "H", "H", "H", "N", "N", "N", "O", "O"], "coordinates": [[-0.950, -0.064, -0.066], [1.203, -0.087, -0.077], [-2.304, -1.330, -0.004], [2.609, -1.363, 0.055], [-1.035, 1.891, 0.502], [0.061, -0.874, -0.100], [2.430, -0.343, -0.036], [-0.602, 1.259, -0.168], [-2.223, -0.356, -0.041], [0.811, 1.265, -0.065]]}

***

# 4
{"formula": "CH4IN4P", "method": "ωB97M-V with the def2-TZVPD basis set", "smiles": "Pc1nn[nH]n1.I", "charge": 0, "de_lowest_kj_mol": 0.0, "gap_ha": 0.379, "e_tot_ha": -898.497841, "lumo_energy_ha": 0.0262, "mol_weight_da": 229.9, "species": ["C", "N", "N", "N", "N", "P", "I", "H", "H", "H", "H"], "coordinates": [[-0.144, 0.427, -0.995], [-0.760, 0.282, 0.289], [0.141, -0.264, 1.011], [1.229, -0.455, 0.241], [1.097, -0.040, -0.998], [-0.575, 1.489, -2.356], [0.095, -2.209, 4.305], [-1.582, 2.337, -1.764], [2.039, -0.883, 0.655], [-0.128, -1.423, 2.898], [-1.413, 0.739, -3.286]]}

***

# 5
{"formula": "C10H12N4O6S", "method": "ωB97M-V with the def2-TZVPD basis set", "smiles": "NC[C@@H]1C=C(c2cnco2)[C@@H]2CN1C(=O)N2OS(=O)(=O)O", "charge": 0, "de_lowest_kj_mol": 0.0, "gap_ha": 0.327, "e_tot_ha": -1456.796607, "lumo_energy_ha": -0.0075, "mol_weight_da": 316.3, "species": ["O", "O", "O", "N", "O", "O", "O", "C", "C", "C", "C", "C", "C", "N", "N", "N", "C", "C", "C", "C", "S", "H", "H", "H", "H", "H", "H", "H", "H", "H", "H", "H", "H"], "coordinates": [[-0.004, 1.751, -2.243], [-2.904, 2.984, -1.418], [-2.400, 4.741, 0.228], [1.213, -0.484, 4.608], [-0.465, 0.417, 3.328], [-0.684, 4.191, -1.560], [-1.032, 2.481, 0.310], [-0.454, 0.900, -1.528], [0.128, 0.258, 4.567], [1.311, -0.875, 3.275], [0.329, -0.333, 2.521], [1.255, -0.844, 0.236], [0.203, -0.446, 1.049], [1.202, -2.560, -3.139], [-0.271, -0.489, -1.630], [-1.123, 1.178, -0.321], [1.331, -2.430, -1.678], [-1.325, -0.995, -0.736], [1.094, -0.989, -1.252], [-1.133, -0.054, 0.439], [-1.887, 3.620, -0.565], [-0.326, 3.351, -1.925], [-0.244, 0.779, 5.431], [2.117, -1.520, 2.948], [2.200, -1.083, 0.696], [2.015, -2.133, -3.612], [0.363, -2.113, -3.438], [2.374, -2.745, -1.351], [0.699, -3.129, -1.136], [-1.162, -1.995, -0.372], [-2.340, -0.955, -1.201], [1.886, -0.371, -1.701], [-1.968, -0.108, 1.168]]}

***

# 6
{"formula": "C26H65BClN4O19P4", "method": "ωB97M-V with the def2-TZVPD basis set", "charge": 1, "gap_ha": 0.268, "e_tot_ha": -4528.305682, "lumo_energy_ha": -0.1284, "mol_weight_da": 908.0, "species": ["C", "C", "O", "C", "C", "C", "C", "C", "N", "N", "C", "N", "C", "O", "C", "C", "B", "O", "N", "C", "C", "C", "Cl", "H", "H", "H", "H", "H", "H", "H", "H", "H", "H", "H", "H", "H", "H", "H", "H", "H", "H", "H", "H", "H", "H", "H", "H", "H", "H", "H", "H", "H", "C", "O", "P", "O", "O", "C", "O", "C", "H", "H", "H", "H", "H", "H", "H", "H", "H", "C", "O", "P", "O", "O", "C", "O", "C", "H", "H", "H", "H", "H", "H", "H", "H", "H", "C", "O", "P", "O", "O", "C", "O", "C", "H", "H", "H", "H", "H", "H", "H", "H", "H", "C", "O", "P", "O", "O", "C", "O", "C", "H", "H", "H", "H", "H", "H", "H", "H", "H"], "coordinates": [[-1.707, 0.855, -1.176], [-2.060, 1.049, 0.321], [-1.467, 0.064, 1.161], [-0.065, 0.135, 1.066], [0.619, -0.064, 2.444], [1.922, 0.752, 2.418], [2.904, 0.427, 3.568], [4.397, 0.585, 3.255], [4.831, 1.951, 2.838], [4.504, 2.271, 1.461], [6.339, 2.270, 2.859], [7.228, 1.419, 3.671], [7.809, 0.541, 3.032], [8.489, -0.235, 2.517], [6.507, 3.795, 3.130], [5.024, 4.339, 3.070], [5.077, 5.700, 3.979], [6.336, 6.264, 4.179], [3.932, 6.397, 4.555], [3.522, 5.889, 5.872], [2.799, 6.518, 3.621], [4.270, 3.123, 3.610], [4.524, 2.804, 5.352], [-0.740, 1.358, -1.322], [-2.415, 1.391, -1.812], [-1.588, -0.196, -1.448], [-3.150, 0.997, 0.389], [-1.724, 2.046, 0.647], [0.337, -0.562, 0.313], [0.238, 1.136, 0.707], [0.777, -1.131, 2.611], [-0.068, 0.394, 3.163], [2.372, 0.656, 1.418], [1.662, 1.822, 2.501], [2.626, 0.951, 4.488], [2.766, -0.637, 3.801], [4.944, 0.291, 4.157], [4.742, -0.111, 2.481], [3.568, 2.665, 1.411], [4.469, 1.397, 0.942], [6.611, 2.006, 1.834], [7.085, 4.118, 2.265], [6.995, 3.810, 4.101], [4.681, 4.721, 2.104], [6.617, 6.619, 3.325], [4.416, 5.722, 6.483], [2.898, 4.986, 5.832], [2.939, 6.669, 6.376], [1.890, 6.086, 4.059], [2.585, 7.585, 3.470], [2.997, 6.101, 2.625], [3.188, 3.215, 3.491], [-7.127, 0.742, -3.938], [-6.912, 2.058, -4.481], [-5.539, 2.253, -5.461], [-4.697, 2.710, -4.286], [-6.241, 3.482, -6.253], [-6.824, 4.553, -5.513], [-4.254, 2.257, -6.531], [-3.466, 3.436, -6.600], [-8.042, 0.763, -3.350], [-7.241, 0.010, -4.737], [-6.292, 0.458, -3.292], [-6.305, 4.712, -4.567], [-7.878, 4.350, -5.329], [-6.743, 5.455, -6.119], [-2.943, 3.604, -5.660], [-4.071, 4.304, -6.858], [-2.728, 3.280, -7.388], [6.794, -7.356, 3.786], [7.106, -6.298, 4.717], [7.007, -4.729, 4.131], [8.424, -4.555, 3.683], [6.716, -4.150, 5.616], [7.666, -4.387, 6.656], [6.292, -3.410, 3.426], [6.904, -2.157, 3.661], [6.886, -8.303, 4.309], [5.773, -7.255, 3.420], [7.493, -7.339, 2.948], [8.680, -4.458, 6.261], [7.411, -5.300, 7.192], [7.615, -3.549, 7.350], [7.891, -2.108, 3.227], [6.951, -1.950, 4.733], [6.280, -1.400, 3.189], [-3.940, -5.537, -8.151], [-4.901, -4.465, -8.093], [-4.294, -2.936, -7.746], [-4.449, -2.958, -6.256], [-5.534, -2.231, -8.518], [-6.866, -2.501, -8.093], [-3.336, -1.611, -7.957], [-3.761, -0.406, -7.331], [-4.470, -6.453, -8.397], [-3.196, -5.344, -8.923], [-3.449, -5.655, -7.183], [-6.909, -2.711, -7.023], [-7.274, -3.342, -8.652], [-7.468, -1.618, -8.305], [-3.734, -0.507, -6.246], [-4.760, -0.119, -7.662], [-3.064, 0.376, -7.618], [-7.590, -5.399, 0.046], [-7.315, -3.989, 0.163], [-5.707, -3.559, 0.394], [-5.684, -3.538, 1.890], [-5.966, -2.102, -0.275], [-6.947, -1.240, 0.294], [-4.097, -3.495, 0.042], [-3.345, -2.461, 0.662], [-8.658, -5.524, -0.113], [-7.056, -5.825, -0.803], [-7.302, -5.917, 0.964], [-7.043, -1.397, 1.369], [-7.910, -1.399, -0.191], [-6.631, -0.212, 0.114], [-3.308, -2.600, 1.742], [-3.749, -1.479, 0.422], [-2.329, -2.521, 0.274]]}

***

# 7
{"formula": "C32H33IN3OS2Ti", "method": "ωB97M-V with the def2-TZVPD basis set", "charge": -1, "gap_ha": 0.178, "e_tot_ha": -3422.369190, "lumo_energy_ha": 0.0682, "mol_weight_da": 714.5, "species": ["Ti", "C", "N", "C", "C", "N", "C", "C", "C", "C", "C", "C", "C", "S", "C", "C", "C", "C", "C", "C", "S", "H", "H", "H", "H", "H", "H", "H", "H", "H", "H", "H", "H", "H", "H", "H", "H", "H", "H", "C", "C", "C", "C", "C", "C", "C", "C", "C", "C", "C", "C", "C", "C", "H", "H", "H", "H", "H", "H", "H", "H", "H", "H", "H", "N", "C", "O", "C", "I", "H", "H", "H", "H"], "coordinates": [[-0.577, -1.190, -0.287], [-2.724, -3.010, -0.012], [-2.810, -1.560, 0.361], [-3.050, -1.402, 1.815], [-1.757, -1.326, 2.595], [-0.816, -0.391, 1.928], [-1.388, 0.966, 1.936], [0.475, -0.494, 2.590], [0.964, 0.496, 3.429], [2.185, 0.329, 4.069], [2.910, -0.838, 3.870], [2.425, -1.822, 3.022], [1.204, -1.667, 2.365], [0.606, -2.883, 1.251], [-3.865, -0.920, -0.415], [-5.169, -0.841, 0.062], [-6.140, -0.159, -0.655], [-5.808, 0.418, -1.874], [-4.525, 0.286, -2.375], [-3.533, -0.389, -1.657], [-1.926, -0.602, -2.312], [-3.660, -3.515, 0.245], [-2.545, -3.097, -1.082], [-1.899, -3.478, 0.523], [-3.600, -0.475, 1.955], [-3.662, -2.222, 2.203], [-1.969, -0.977, 3.613], [-1.280, -2.299, 2.653], [-0.625, 1.694, 1.687], [-2.174, 1.041, 1.182], [-1.811, 1.209, 2.917], [0.414, 1.415, 3.584], [2.564, 1.108, 4.717], [3.867, -0.973, 4.358], [2.998, -2.719, 2.826], [-5.440, -1.306, 1.001], [-7.146, -0.082, -0.262], [-6.555, 0.962, -2.439], [-4.259, 0.704, -3.338], [5.603, 1.937, -1.519], [5.565, 1.032, -0.468], [4.382, 0.385, -0.152], [3.217, 0.657, -0.863], [3.262, 1.568, -1.915], [4.449, 2.199, -2.246], [1.979, -0.073, -0.516], [0.718, 0.408, -0.484], [0.446, 1.873, -0.556], [-0.586, 2.441, -1.300], [-0.858, 3.803, -1.228], [-0.113, 4.630, -0.403], [0.927, 4.081, 0.340], [1.199, 2.727, 0.264], [6.535, 2.420, -1.786], [6.466, 0.809, 0.090], [4.352, -0.344, 0.649], [2.365, 1.761, -2.491], [4.478, 2.885, -3.083], [2.167, -1.122, -0.282], [-1.174, 1.813, -1.955], [-1.665, 4.214, -1.822], [-0.337, 5.688, -0.337], [1.531, 4.711, 0.982], [2.008, 2.307, 0.850], [0.930, -1.331, -3.360], [0.818, -2.496, -2.604], [0.130, -2.394, -1.429], [1.372, -3.648, -2.967], [4.446, -2.832, -2.306], [0.760, -0.465, -2.880], [1.730, -1.330, -3.972], [1.733, -3.797, -3.971], [1.265, -4.509, -2.326]]}

***

# 8
{"formula": "C6H13N2O", "method": "ωB97M-V with the def2-TZVPD basis set", "charge": 1, "de_lowest_kj_mol": 550.7, "gap_ha": [0.154, 0.238], "e_tot_ha": -420.616864, "spin_multiplicity": 3, "lumo_energy_ha": [-0.1173, -0.2882], "mol_weight_da": 129.2, "species": ["C", "C", "C", "C", "C", "C", "N", "N", "O", "H", "H", "H", "H", "H", "H", "H", "H", "H", "H", "H", "H", "H"], "coordinates": [[1.417, -0.680, 2.132], [-1.039, -1.111, 1.363], [-1.241, 0.032, 0.291], [2.796, -0.623, 2.544], [-0.642, 1.806, -2.147], [-1.292, 0.460, -2.228], [0.310, -0.927, 1.861], [-0.969, -0.491, -1.092], [0.456, -0.736, -1.078], [-1.842, -1.114, 2.185], [-1.043, -2.134, 0.935], [-2.238, 0.331, 0.255], [-0.592, 0.851, 0.600], [3.395, -1.220, 1.905], [2.985, -0.915, 3.569], [3.000, 0.517, 2.395], [0.465, 1.725, -2.010], [-0.659, 2.446, -3.089], [-1.028, 2.392, -1.345], [-0.775, -0.115, -2.986], [-2.320, 0.463, -2.132], [0.858, -0.957, -1.928]]}

***

# 9
{"formula": "C5H12O3", "method": "ωB97M-V with the def2-TZVPD basis set", "charge": 0, "de_lowest_kj_mol": 659.5, "gap_ha": [0.308, 0.255], "e_tot_ha": -423.202652, "lumo_energy_ha": [0.0184, -0.0116], "mol_weight_da": 120.1, "species": ["C", "O", "O", "O", "H", "H", "H", "H", "C", "C", "C", "C", "H", "H", "H", "H", "H", "H", "H", "H"], "coordinates": [[-0.422, -1.583, 0.689], [-0.760, -1.575, 2.034], [0.480, -2.635, 0.427], [-1.554, -1.836, -0.076], [-1.280, -2.219, -0.919], [-1.183, -2.426, 2.248], [1.275, -2.477, 0.950], [0.586, -0.409, -0.059], [-0.962, 1.331, 0.704], [1.334, -0.064, -0.972], [-0.093, 1.822, -0.282], [0.332, 2.740, -1.095], [-0.747, 0.162, 0.853], [-2.014, 1.336, 0.412], [-0.819, 1.787, 1.685], [0.888, 0.196, -1.927], [1.731, -1.083, -1.056], [2.147, 0.618, -0.746], [1.145, 2.569, -1.795], [-0.083, 3.747, -1.075]]}

***

Asked for largest force on an atom across the records above, the calculation gives 4.7; 6.8; 1.9; 2.5; 4.7; 8.9; 1.3; 6.4; 1.7 eV Å⁻¹ in order.